ORCA calculation (ωB97M-V with the def2-TZVPD basis set) on an isolated molecule of C3H4ClF.

Structure (XYZ):
```
9
Properties=species:S:1:pos:R:3:forces:R:3:lowdin_charge:R:1
H 1.250 -0.520 1.380 -1.0 -0.6 -0.6 0.13
H -0.593 1.710 -0.282 0.0 0.2 0.2 0.06
C -0.377 -0.246 -0.191 -0.2 -4.0 2.1 -0.75
C -1.140 0.770 -0.270 -3.4 5.2 -1.4 -0.04
F 1.730 -1.227 -0.510 -0.4 -0.1 0.7 -0.09
Cl -1.086 -1.837 -0.079 -0.5 -0.7 -0.4 0.66
C 0.997 -0.351 0.315 3.4 3.0 -1.7 -0.26
H 1.524 0.654 0.098 -0.9 -1.1 0.4 0.14
H -2.306 1.046 -0.460 3.0 -1.8 0.5 0.14
```
Positions in Å, forces in eV/Å.

The largest force on an atom is 6.4 eV Å⁻¹. As for the SMILES: C=C(Cl)CF. The value obtained for the LUMO energy is 0.762 eV. Its energy above the lowest of the compared OMol25 structures with the same formula, charge and spin is 106.30 kJ/mol.



ORCA calculation (ωB97M-V with the def2-TZVPD basis set) on a structure of composition C31H27BF6N7O5SeTeY.

Structure (XYZ):
```
80
Properties=species:S:1:pos:R:3:forces:R:3:lowdin_charge:R:1
N -3.458 1.147 1.052 0.0 0.0 -0.1 -0.07
F -0.342 0.745 -2.050 0.0 0.1 0.2 -0.55
B -2.947 1.538 2.486 0.0 -0.1 0.0 -0.41
C -4.762 0.677 -0.680 0.0 0.0 0.1 -0.07
C -4.727 0.969 0.676 0.0 0.0 0.0 -0.12
F 1.446 2.512 -1.042 0.0 0.0 0.0 -0.53
H 3.350 -4.536 2.618 0.0 0.0 0.0 0.10
O -3.594 5.678 -2.349 0.0 0.0 0.0 0.07
C 2.346 -1.193 -0.428 0.1 -0.2 0.1 -0.46
O -0.692 8.464 -4.451 0.0 0.0 0.0 0.06
N -0.565 0.571 2.426 -0.2 0.0 0.1 -0.05
C 1.934 -5.382 -2.760 0.0 0.0 0.0 -0.10
F 1.471 6.860 -3.667 0.0 0.0 0.0 0.08
H 1.222 -1.332 -2.171 0.0 0.0 0.0 0.10
H 4.429 -0.051 0.841 0.0 0.0 0.0 0.10
H 0.691 4.797 -2.259 0.0 0.0 0.0 0.15
C 1.509 -4.121 -2.367 0.0 0.0 0.0 -0.04
C -2.820 -3.986 3.237 0.0 0.0 0.0 -0.20
C 4.960 -1.579 2.260 0.0 0.0 0.0 -0.09
C 2.431 -3.157 -1.962 0.0 0.0 0.0 -0.22
C -3.366 -2.140 1.355 0.0 0.0 -0.1 -0.13
C -1.553 3.963 -1.408 -0.1 0.1 -0.1 -0.04
C 0.162 -0.269 3.159 0.1 -0.1 0.0 -0.17
C 0.205 6.547 -3.347 -0.1 0.0 0.0 -0.18
H -0.832 -4.052 2.447 0.0 0.0 0.0 0.08
H -3.886 1.379 3.234 0.0 0.0 0.0 0.07
C -0.085 5.459 -2.624 0.0 0.0 0.0 0.07
C 1.969 -1.820 -1.550 0.0 0.0 0.1 -0.11
C -4.298 -2.578 2.278 -0.1 0.0 0.0 -0.18
O -0.598 3.127 0.589 -0.1 -0.1 -0.1 -0.18
C 3.789 -3.477 -1.981 0.0 0.0 0.0 -0.03
H 1.193 -0.457 2.899 0.0 0.0 0.0 0.10
H -5.304 -2.168 2.255 0.0 0.0 0.0 0.09
C 3.169 -1.773 0.665 -0.1 0.0 -0.1 -0.17
Se -0.710 -2.115 0.170 0.1 0.0 -0.1 0.66
C -0.607 -0.834 4.174 0.0 0.1 0.0 -0.07
H -1.165 3.073 -1.908 0.0 0.0 0.0 0.11
H -2.868 7.609 -3.651 0.0 0.0 0.0 0.16
C -0.841 4.200 -0.063 0.2 -0.1 0.0 -0.64
C -3.420 0.691 -1.059 0.0 0.0 -0.1 -0.17
H -2.783 -0.417 4.522 0.0 0.0 0.0 0.12
F 3.789 1.972 -0.382 0.0 0.0 0.0 -0.42
C 4.213 -4.738 -2.370 0.0 0.0 0.0 -0.10
C -1.859 -0.275 3.987 -0.1 0.0 0.0 -0.11
H 5.272 -4.970 -2.375 0.0 0.0 0.0 0.09
H 1.205 -6.124 -3.059 0.0 0.0 0.0 0.09
C 4.213 -1.039 1.224 0.0 0.0 0.0 -0.01
C 4.661 -2.840 2.756 0.0 0.0 0.0 -0.11
H -2.524 2.661 2.481 0.0 0.0 0.0 0.06
C -2.436 5.903 -2.638 0.0 0.0 0.0 -0.47
H 5.776 -1.007 2.686 0.0 0.0 0.0 0.10
N -2.092 7.020 -3.391 0.0 0.0 0.0 0.21
H -2.956 0.498 -2.014 0.0 0.0 0.0 0.10
N -4.060 -3.488 3.227 0.0 0.0 0.0 0.02
O 1.989 0.105 -0.203 0.0 0.2 -0.1 -0.47
C 3.604 -3.562 2.218 0.0 0.0 0.0 -0.08
H -3.646 -1.412 0.610 0.0 0.1 0.0 0.07
Te 2.814 1.274 -1.824 0.2 0.1 -0.1 2.00
H -0.309 -1.557 4.912 0.0 0.0 0.0 0.09
C -0.837 7.447 -3.797 0.1 0.0 0.0 -0.42
C 3.287 -5.697 -2.759 0.0 0.0 0.0 -0.12
F 4.464 0.241 -2.028 0.0 0.0 0.1 -0.52
N -1.818 0.559 2.943 0.1 0.1 0.0 -0.07
H 0.454 -3.878 -2.332 0.0 0.0 0.0 0.09
N -2.649 0.990 -0.017 0.0 -0.1 0.3 -0.05
H -5.624 0.477 -1.292 0.0 0.0 0.0 0.08
Y -0.224 1.015 0.038 -0.1 -0.2 -0.2 1.39
H 2.008 -3.563 0.769 0.0 0.0 0.0 0.09
H -2.620 3.826 -1.244 0.0 0.0 0.0 0.13
H -5.517 1.055 1.404 0.0 0.0 0.0 0.11
H 4.509 -2.720 -1.695 0.0 0.0 0.0 0.12
C -1.818 -3.613 2.362 0.1 0.0 0.0 -0.15
O -0.551 5.341 0.261 -0.1 0.1 0.0 0.05
C -2.065 -2.646 1.380 -0.1 0.0 0.1 -0.68
H 3.618 -6.683 -3.064 0.0 0.0 0.0 0.09
C 2.858 -3.031 1.177 0.0 0.0 0.0 -0.03
H -2.614 -4.730 4.003 0.0 0.0 0.0 0.09
F 3.566 2.767 -2.786 0.0 0.0 0.0 -0.53
N -1.373 5.108 -2.299 0.1 0.0 0.0 0.01
H 5.241 -3.255 3.573 0.0 0.0 0.0 0.09
```
Positions in Å, forces in eV/Å.

The largest force on an atom is 0.3 eV Å⁻¹. As for the total charge: -2. The value obtained for the LUMO energy is 4.098 eV. Its energy above the lowest of the compared OMol25 structures with the same formula, charge and spin is 0.00 kJ/mol.



ORCA calculation (ωB97M-V with the def2-TZVPD basis set) on a structure of composition C16H46Li2N20O16.

Structure (XYZ):
```
100
Properties=species:S:1:pos:R:3:forces:R:3:lowdin_charge:R:1
H 11.044 -20.280 3.311 0.0 -0.3 -0.4 0.10
C 7.646 -13.350 11.260 -0.5 -0.9 0.7 -0.69
C 9.511 -18.022 8.220 0.6 -0.3 1.3 -0.34
O 11.292 -15.415 2.532 0.0 -0.3 -0.5 0.03
C 4.400 -14.170 7.503 0.2 0.3 -0.5 -0.68
N 6.657 -21.514 6.161 0.2 -0.4 0.6 0.18
C 9.871 -19.650 1.719 1.2 0.3 -0.6 -0.67
N 11.479 -17.075 4.100 0.2 -0.1 0.3 0.18
H 2.276 -19.449 6.057 -0.1 0.1 0.1 0.11
C 8.498 -16.400 6.780 -0.2 -0.7 0.6 -0.31
C 8.993 -16.749 8.048 0.2 1.1 -2.0 0.00
O 6.561 -12.890 10.948 0.3 0.2 -0.1 0.04
O 8.020 -15.268 6.478 0.3 0.0 -0.6 -0.13
N 12.810 -24.245 6.728 -0.7 0.6 -0.3 0.17
H 4.116 -18.129 11.297 0.2 0.0 0.1 0.10
O 12.321 -22.674 8.305 0.1 0.0 0.0 -0.01
H 9.527 -19.680 3.787 0.1 0.1 -0.4 0.04
H 7.624 -15.190 1.961 0.0 -0.1 -0.1 0.06
N 5.021 -17.915 5.613 0.3 1.2 0.5 0.17
O 9.810 -20.246 7.449 0.2 -0.3 1.2 -0.10
C 4.135 -18.945 5.483 0.8 0.2 0.0 -0.67
H 2.768 -17.849 6.558 -0.2 0.0 0.0 0.09
O 6.345 -23.663 5.431 -0.3 -0.1 0.5 0.04
H 8.941 -12.743 8.067 0.2 0.1 0.0 0.08
H 3.783 -17.085 10.013 0.3 0.2 -0.2 0.10
N 11.986 -14.091 9.900 0.0 -0.5 -0.6 0.15
C 13.094 -14.007 9.082 0.5 0.4 0.6 -0.68
H 12.561 -24.511 5.793 0.6 -0.6 0.0 0.10
N 6.166 -17.002 9.131 0.0 0.2 -0.3 0.17
H 5.838 -13.901 8.838 0.3 0.2 -0.1 0.09
H 5.908 -17.794 5.155 -0.1 -0.9 -0.5 0.06
H 14.258 -15.219 7.958 0.1 0.0 0.2 0.10
H 12.095 -17.493 4.774 0.0 -0.1 -0.1 0.10
H 7.708 -12.403 6.238 -0.3 0.0 -0.5 0.06
N 8.202 -13.185 12.500 -0.6 0.7 -0.6 0.16
N 13.225 -15.672 3.682 0.1 0.9 -1.5 0.15
H 10.691 -23.225 5.670 0.2 -0.1 0.0 0.10
N 5.714 -14.174 7.869 -0.3 0.0 0.7 0.16
H 6.464 -14.586 7.321 -0.2 0.2 0.3 0.04
O 10.503 -20.178 0.821 -0.5 -0.1 0.0 0.03
N 10.153 -19.911 3.036 -0.2 0.1 0.8 0.15
H 11.659 -13.275 10.380 0.2 0.0 0.1 0.09
Li 7.938 -15.208 4.546 0.3 -0.6 -0.4 0.71
C 6.956 -22.841 6.085 0.3 0.0 -1.1 -0.67
H 8.713 -22.527 7.236 -0.4 0.3 -0.1 0.05
N 4.241 -14.581 6.187 0.1 -0.5 -0.7 0.14
N 8.941 -18.666 1.531 -0.3 -0.2 0.4 0.17
H 10.593 -21.923 6.737 0.2 0.3 0.1 0.03
C 8.392 -17.512 5.674 0.0 -0.1 0.4 -0.35
H 8.480 -24.099 6.662 -0.3 -0.1 -0.1 0.10
H 8.813 -17.977 2.252 -0.4 0.0 -0.1 0.06
O 12.522 -17.404 10.231 -0.1 -0.1 0.1 -0.06
C 11.956 -16.045 3.340 -0.5 -0.2 1.6 -0.65
H 8.940 -11.417 9.230 0.3 -0.5 0.1 0.11
H 13.194 -16.094 9.041 0.0 0.2 -0.1 0.04
H 7.460 -20.926 6.298 -0.4 0.5 0.1 0.05
N 2.992 -18.762 6.209 0.0 -0.3 -0.1 0.16
O 10.067 -18.401 9.264 0.2 -0.5 0.8 -0.03
H 9.162 -15.202 1.947 0.4 -0.1 0.4 0.05
C 8.815 -18.821 5.946 0.3 1.6 0.3 0.01
H 9.028 -13.663 12.797 -0.1 0.0 0.3 0.09
H 10.582 -17.512 3.998 -0.1 0.2 -0.4 0.06
O 7.359 -9.985 8.185 0.3 0.2 -0.2 0.04
H 8.550 -18.518 0.621 0.2 0.0 -0.1 0.10
O 13.660 -12.958 8.833 -0.3 0.0 -0.3 0.03
C 7.746 -11.038 7.721 -0.9 -0.1 0.1 -0.68
O 6.586 -18.317 10.937 -0.2 0.1 0.1 0.02
H 11.615 -17.743 10.148 -0.1 0.0 -0.2 0.01
H 6.676 -10.999 5.954 0.0 0.0 0.0 0.10
H 5.804 -21.190 5.733 0.1 0.3 -0.4 0.07
H 5.022 -14.496 5.561 0.1 0.0 0.2 0.08
C 12.125 -23.175 7.196 -0.4 0.3 1.0 -0.68
H 9.217 -14.579 10.665 0.1 0.0 -0.2 0.08
Li 9.919 -20.759 9.470 0.3 0.9 -0.9 0.82
N 8.133 -23.160 6.718 0.7 -0.5 0.5 0.14
H 11.758 -15.026 10.189 -0.3 0.2 0.4 0.06
N 8.565 -11.886 8.424 -0.2 0.6 0.0 0.16
H 5.527 -16.357 8.696 0.0 0.1 0.2 0.06
O 4.375 -19.935 4.816 -0.2 -0.2 0.0 0.02
O 7.883 -17.182 4.581 0.0 0.7 0.2 -0.09
H 13.503 -24.670 7.312 0.1 -0.2 -0.2 0.11
H 13.836 -15.974 4.413 -0.2 -0.4 0.1 0.10
H 7.933 -14.207 9.516 0.4 -0.2 -0.1 0.06
H 7.141 -16.748 9.019 -0.3 -0.4 0.2 0.05
H 4.870 -17.168 6.272 -0.4 -0.1 0.0 0.06
N 8.312 -14.209 10.445 -0.1 0.0 -0.4 0.16
C 9.426 -19.080 7.168 -1.1 -1.6 -1.6 -0.33
N 4.481 -17.513 10.592 -0.7 -0.4 0.7 0.16
O 8.393 -15.387 2.508 -0.4 0.4 0.0 -0.10
H 13.090 -18.169 10.099 0.0 0.0 0.1 0.06
N 7.306 -11.531 6.521 0.6 -0.3 0.3 0.15
N 11.150 -22.680 6.381 -0.1 -0.1 -0.6 0.15
O 3.497 -13.835 8.237 -0.2 -0.4 -0.1 0.05
H 8.694 -19.529 5.151 -0.2 -0.5 0.3 0.10
C 5.798 -17.647 10.285 0.4 -0.1 -0.5 -0.67
H 9.203 -15.952 8.745 -0.1 -0.2 0.3 0.10
H 7.571 -12.698 13.112 0.4 -0.1 0.5 0.11
H 3.367 -14.623 5.695 -0.3 0.3 0.6 0.10
H 13.586 -15.062 2.965 0.4 0.2 0.4 0.11
N 13.528 -15.224 8.644 -0.1 -0.1 -0.4 0.15
```
Positions in Å, forces in eV/Å.

The largest force on an atom is 2.5 eV Å⁻¹. The value obtained for the LUMO energy is -1.754 eV.



ORCA calculation (ωB97M-V with the def2-TZVPD basis set) on a structure of composition C19H18N3O5OsS2.

Structure (XYZ):
```
48
Properties=species:S:1:pos:R:3:forces:R:3:lowdin_charge:R:1
N -0.922 -1.311 -1.058 1.2 0.4 -0.5 -0.26
H 4.791 -2.066 -0.353 -0.1 0.0 0.0 0.11
N -3.247 4.151 -2.506 0.0 0.0 0.0 0.13
C 1.244 1.218 1.289 0.2 0.5 1.1 -0.29
C -2.645 -4.082 0.802 0.3 0.1 0.4 -0.38
H -3.607 -0.332 -3.135 0.0 0.1 0.0 0.12
H 4.602 -3.081 -1.807 0.0 0.0 0.0 0.10
H -4.235 4.290 -2.607 0.0 0.0 0.0 0.11
C 1.790 1.429 3.648 0.0 -0.1 0.1 -0.02
C -1.600 0.387 -2.922 0.3 -0.4 0.0 -0.31
H -0.671 3.605 -2.506 0.0 0.0 0.0 0.12
C 1.218 3.379 2.392 0.0 -0.1 0.1 -0.05
O 2.003 -1.574 1.698 -0.2 -0.2 -0.3 -0.06
H 0.703 -0.968 4.540 0.0 0.0 0.0 0.10
O 1.066 0.573 0.149 -0.1 -1.6 -1.2 -0.24
C -2.982 0.540 -2.981 0.0 -0.1 -0.1 -0.05
H 1.832 3.405 4.457 0.0 0.0 0.0 0.11
H -4.604 1.927 -2.918 0.0 0.0 0.0 0.12
S -2.776 -3.375 -0.754 0.5 0.4 0.1 1.10
N -1.030 -2.453 0.923 0.6 0.7 -0.7 0.01
H 1.268 -2.520 3.858 0.0 0.0 0.0 0.09
C 1.598 0.613 2.525 -0.2 0.0 -0.7 -0.10
H 0.700 3.040 0.335 0.0 0.0 0.0 0.12
C -0.762 1.484 -2.736 0.0 0.0 -0.1 -0.06
H -1.394 -3.758 2.543 0.0 0.0 0.0 0.11
H 4.525 -1.292 -1.907 -0.1 0.0 0.0 0.10
O 0.488 -1.231 -3.005 0.3 0.3 -0.1 -0.36
S -0.943 -1.217 -2.728 -0.5 0.3 0.5 0.63
C -1.658 -3.488 1.532 -0.6 -0.6 0.0 -0.23
H 2.093 0.967 4.579 0.0 0.0 0.0 0.12
Os 1.136 -1.298 -0.505 -1.0 1.3 1.2 1.78
H 1.048 4.446 2.344 0.0 0.0 0.0 0.12
H -3.298 -4.881 1.113 0.0 0.0 0.0 0.07
C 2.833 -2.192 -1.038 0.6 0.2 -0.3 -0.44
C -2.706 2.917 -2.667 0.0 -0.1 0.0 -0.30
H 2.417 -1.402 4.593 0.0 0.0 0.0 0.11
C -1.310 2.739 -2.626 0.0 0.1 0.0 -0.02
C -1.486 -2.271 -0.303 -1.2 -1.2 0.4 -0.72
H 0.309 1.335 -2.693 0.0 0.1 0.0 0.11
O 2.023 -3.111 -1.117 -0.1 0.0 0.2 -0.01
O -1.771 -2.228 -3.298 -0.1 0.1 0.0 -0.28
C 1.018 2.605 1.274 0.1 -0.3 -0.4 0.00
C 4.275 -2.169 -1.312 0.1 -0.2 -0.1 0.00
C -3.531 1.794 -2.862 0.0 0.1 0.0 -0.01
H -2.661 4.965 -2.487 0.0 0.0 0.0 0.11
C 1.636 2.793 3.588 0.0 0.1 0.0 -0.06
C 1.721 -0.837 2.650 0.1 0.0 0.4 -0.35
C 1.503 -1.467 3.998 0.1 -0.1 -0.1 0.01
```
Positions in Å, forces in eV/Å.

The largest force on an atom is 2.0 eV Å⁻¹. Its spin multiplicity is 5. As for the total charge: +1. The value obtained for the LUMO energy (alpha / beta) is -3.043 / -5.324 eV. Its energy above the lowest of the compared OMol25 structures with the same formula, charge and spin is 82.23 kJ/mol.



ORCA calculation (ωB97M-V with the def2-TZVPD basis set) on a structure of composition C5H12N3PSSi.

Structure (XYZ):
```
23
Properties=species:S:1:pos:R:3:forces:R:3:lowdin_charge:R:1
H -0.766 -2.507 1.511 0.6 0.2 -2.0 0.07
H -2.526 0.719 2.182 0.7 1.0 2.3 -0.02
H 2.552 2.061 -2.154 0.1 -1.7 -1.9 0.07
Si -0.997 -0.285 0.470 1.0 0.0 1.1 0.51
P -2.429 1.166 -2.270 1.5 -1.5 3.1 0.95
H -1.596 -2.668 -0.094 0.8 0.1 0.1 0.03
C -2.686 0.251 1.281 1.1 -0.3 -2.9 -0.16
H 1.004 -0.108 1.983 1.7 -2.8 2.8 -0.05
C 0.583 0.474 1.292 -2.6 2.6 -2.1 -0.17
H 2.561 0.280 -2.925 0.3 0.4 0.7 0.01
H 0.157 -2.348 -0.113 2.8 -1.0 -1.2 -0.03
H -3.137 1.060 0.653 -0.1 -1.1 0.3 0.01
S 1.121 1.614 -4.204 0.6 0.1 0.7 0.83
C -0.709 -2.201 0.388 -4.6 1.7 3.1 -0.17
H 1.329 0.603 0.476 -0.6 0.5 0.6 0.03
C 2.580 1.358 -3.098 1.2 1.3 -1.0 -0.43
N -0.935 0.520 -1.091 -2.2 1.3 -3.7 -0.33
N -1.392 1.432 -3.386 0.0 0.4 -0.8 -0.34
H 3.523 1.573 -3.790 -2.0 -0.2 1.6 0.07
H 0.281 1.391 1.905 0.6 -0.7 -1.4 0.06
N 0.172 0.636 -1.901 -0.9 -0.5 2.1 -0.05
C -0.123 1.148 -3.046 0.8 0.4 -1.0 -0.90
H -3.281 -0.626 1.464 -0.7 -0.1 -0.3 0.02
```
Positions in Å, forces in eV/Å.

The largest force on an atom is 5.8 eV Å⁻¹. The value obtained for the LUMO energy (alpha / beta) is -0.255 / -0.255 eV. Its energy above the lowest of the compared OMol25 structures with the same formula, charge and spin is 0.00 kJ/mol.